The molecule C9H15N3O4 at a distorted geometry. Source: the Open Molecules 2025 dataset; level of theory: wB97M-V/def2-TZVPD.

Bonds (Å) are listed after each position.
Element x y z (Å)
1 N -3.21 -1.37 0.82  C2 1.393, H17 1.062, H18 1.000
2 C -2.43 -1.58 -0.31  N1 1.393, O3 1.219, C4 1.494
3 O -1.83 -2.62 -0.54  C2 1.219
4 C -2.20 -0.36 -1.15  C2 1.494, C5 1.554, H19 1.080, H20 1.128
5 C -1.10 0.54 -0.52  C4 1.554, N6 1.441, C14 1.600, H21 1.103
6 N -0.33 -0.16 0.48  C5 1.441, C7 1.392, H22 1.002
7 C 0.95 -0.68 0.62  N6 1.392, O8 1.224, C9 1.552
8 O 1.31 -1.12 1.70  C7 1.224
9 C 1.87 -0.75 -0.63  C7 1.552, C10 1.603, N13 1.489, H23 1.075
10 C 3.38 -1.06 -0.17  C9 1.603, C11 1.524, H24 1.067, H25 1.155
11 C 3.92 0.28 0.33  C10 1.524, C12 1.562, H26 1.104, H27 1.118
12 C 2.85 1.26 -0.25  C11 1.562, N13 1.453, H28 1.093, H29 1.044
13 N 2.03 0.60 -1.25  C9 1.489, C12 1.453, H30 1.057
14 C -1.77 1.86 0.07  C5 1.600, O15 1.221, O16 1.380
15 O -2.74 2.43 -0.40  C14 1.221
16 O -0.98 2.42 1.05  C14 1.380, H31 0.940
17 H -3.19 -2.10 1.60  N1 1.062
18 H -3.96 -0.71 0.76  N1 1.000
19 H -3.10 0.22 -1.25  C4 1.080
20 H -1.92 -0.54 -2.22  C4 1.128
21 H -0.35 0.87 -1.27  C5 1.103
22 H -0.79 -0.55 1.28  N6 1.002
23 H 1.52 -1.43 -1.39  C9 1.075
24 H 3.91 -1.36 -1.04  C10 1.067
25 H 3.42 -1.94 0.57  C10 1.155
26 H 4.93 0.37 -0.10  C11 1.104
27 H 4.09 0.39 1.43  C11 1.118
28 H 3.40 2.05 -0.77  C12 1.093
29 H 2.31 1.68 0.53  C12 1.044
30 H 2.69 0.46 -2.07  N13 1.057
31 H -1.32 3.28 1.22  O16 0.940

Its structure (SMILES) is NC(=O)C[C@H](NC(=O)[C@@H]1CCCN1)C(=O)O. For the total energy, the calculation gives -817.1877 a.u. The highest occupied orbital energy is -0.349 hartree.

***

The molecule CH5OPS at a distorted geometry. Source: the Open Molecules 2025 dataset; level of theory: wB97M-V/def2-TZVPD.

Bonds (Å) are listed after each position.
Element x y z (Å)
1 C -0.10 -0.81 0.80  O2 1.426, H5 1.037, H6 1.142, H7 1.102
2 O -0.94 0.09 0.09  C1 1.426, P3 1.699
3 P -0.42 1.56 -0.59  O2 1.699, S4 2.123, H8 1.531
4 S 0.70 0.86 -2.25  P3 2.123, H9 1.387
5 H 0.25 -0.32 1.64  C1 1.037
6 H 0.66 -1.11 0.00  C1 1.142
7 H -0.78 -1.58 1.21  C1 1.102
8 H -1.81 1.63 -1.22  P3 1.531
9 H 1.83 1.67 -2.34  S4 1.387

Its structure (SMILES) is COPS. For the total energy, the calculation gives -855.8519 a.u. The highest occupied orbital energy is -0.331 hartree.

***

The molecule C5H7NO. Source: the Open Molecules 2025 dataset; level of theory: wB97M-V/def2-TZVPD.

Bonds (Å) are listed after each position.
Element x y z (Å)
1 C -1.78 0.87 0.58  C6 1.512, H8 1.092, H9 1.094, H10 1.094
2 C 0.22 -0.52 0.25  C3 1.298, C6 1.318
3 C 0.64 -1.72 -0.03  C2 1.298, O4 1.419, H11 1.085
4 O 1.06 -2.11 -1.33  C3 1.419, C5 1.310
5 C 1.91 -1.33 -1.93  O4 1.310, H12 1.120
6 C -0.28 0.65 0.59  C1 1.512, C2 1.318, N7 1.397
7 N 0.50 1.72 1.05  C6 1.397, H13 1.013, H14 1.012
8 H -2.27 -0.02 0.98  C1 1.092
9 H -2.16 1.04 -0.43  C1 1.094
10 H -2.04 1.71 1.22  C1 1.094
11 H 0.69 -2.56 0.65  C3 1.085
12 H 2.05 -1.88 -2.90  C5 1.120
13 H 0.16 2.62 0.75  N7 1.013
14 H 1.48 1.61 0.84  N7 1.012

For the total energy, the calculation gives -324.5391 a.u. The highest occupied orbital energy is -0.315 hartree.

***

The molecule C4H2N2S at a distorted geometry. Source: the Open Molecules 2025 dataset; level of theory: wB97M-V/def2-TZVPD.

Bonds (Å) are listed after each position.
Element x y z (Å)
1 N 0.25 2.76 -0.85  C2 1.162
2 C 0.25 1.65 -0.50  N1 1.162, C3 1.406
3 C 0.09 0.30 -0.12  C2 1.406, C4 1.454, C7 1.334
4 C 1.00 -0.56 0.62  C3 1.454, N5 1.334, H8 1.070
5 N 0.46 -1.74 0.93  C4 1.334, S6 1.694
6 S -1.06 -1.97 0.22  N5 1.694, C7 1.734
7 C -1.05 -0.34 -0.37  C3 1.334, S6 1.734, H9 1.100
8 H 1.98 -0.25 0.92  C4 1.070
9 H -1.93 0.14 -0.84  C7 1.100

Its structure (SMILES) is N#Cc1cnsc1. For the total energy, the calculation gives -661.2962 a.u. The highest occupied orbital energy is -0.375 hartree.

***

The molecule C2H2BrNO3 at a distorted geometry. Source: the Open Molecules 2025 dataset; level of theory: wB97M-V/def2-TZVPD.

Bonds (Å) are listed after each position.
Element x y z (Å)
1 O 1.30 1.45 0.71  C2 1.192
2 C 1.15 0.33 0.31  O1 1.192, Br3 1.933, C4 1.488
3 Br 2.66 -0.88 0.28  C2 1.933
4 C -0.01 -0.29 -0.38  C2 1.488, N5 1.533, H8 1.194, H9 1.032
5 N -1.35 0.23 0.14  C4 1.533, O6 1.201, O7 1.188
6 O -1.40 0.97 1.09  N5 1.201
7 O -2.29 -0.17 -0.47  N5 1.188
8 H -0.19 -1.47 -0.29  C4 1.194
9 H 0.14 -0.17 -1.39  C4 1.032

Its structure (SMILES) is O=C(Br)C[N+](=O)[O-]. For the total energy, the calculation gives -2931.7828 a.u. The highest occupied orbital energy is -0.409 hartree.

***

A cluster of 2 separate species, C2H4O2 in total at a distorted geometry. Source: the Open Molecules 2025 dataset; level of theory: wB97M-V/def2-TZVPD.

Bonds (Å) are listed after each position.
Element x y z (Å)
1 C 0.36 1.13 2.54  O3 1.157
2 C -0.04 0.07 -1.14  O4 1.400, H6 1.160, H7 1.096, H8 1.124
3 O 0.36 0.00 2.75  C1 1.157
4 O -0.97 -0.65 -0.38  C2 1.400, H5 1.005
5 H -0.39 -1.31 0.11  O4 1.005
6 H 0.45 -0.56 -1.98  C2 1.160
7 H 0.81 0.29 -0.50  C2 1.096
8 H -0.57 1.03 -1.40  C2 1.124

For the total energy, the calculation gives -229.0438 a.u. The highest occupied orbital energy is -0.379 hartree.

***

A cluster of 2 separate species, C5H10FNO in total at a distorted geometry. Source: the Open Molecules 2025 dataset; level of theory: wB97M-V/def2-TZVPD.

Bonds (Å) are listed after each position.
Element x y z (Å)
1 C -0.07 -1.34 0.79  C2 1.297, C3 1.468, H9 1.072
2 C -0.31 -0.95 -0.43  C1 1.297, C4 1.560, H10 1.009
3 C -0.86 -2.28 1.59  C1 1.468, H11 1.053, H12 1.101, H13 1.031
4 C 0.62 -0.03 -1.28  C2 1.560, O7 1.403, H14 1.107, H15 1.035
5 C 1.04 2.25 -1.17  N6 1.397, O7 1.319, F8 1.398
6 N 1.03 3.45 -0.46  C5 1.397, H17 0.990, H18 1.010
7 O 0.66 1.16 -0.53  C4 1.403, C5 1.319
8 F 2.23 2.23 -1.89  C5 1.398
9 H 0.83 -0.85 1.09  C1 1.072
10 H -1.09 -1.26 -0.98  C2 1.009
11 H -1.43 -1.95 2.41  C3 1.053
12 H -1.65 -2.72 0.96  C3 1.101
13 H -0.26 -3.02 1.98  C3 1.031
14 H 0.25 0.12 -2.31  C4 1.107
15 H 1.53 -0.51 -1.17  C4 1.035
16 H 0.06 2.19 -2.65  no bonds
17 H 1.38 4.27 -0.89  N6 0.990
18 H 0.27 3.56 0.19  N6 1.010

For the total energy, the calculation gives -426.2310 a.u. The highest occupied orbital energy is -0.317 hartree.

***

A cluster of 2 separate species, C20H13N4 in total at a distorted geometry. Source: the Open Molecules 2025 dataset; level of theory: wB97M-V/def2-TZVPD.

Bonds (Å) are listed after each position.
Element x y z (Å)
1 C -1.97 1.37 -0.75  C2 1.384, C7 1.447, H13 1.099
2 C -2.19 0.12 -1.31  C1 1.384, C3 1.429, C5 1.425
3 C -2.35 -0.07 -2.72  C2 1.429, N4 1.172
4 N -2.51 -0.25 -3.87  C3 1.172
5 C -2.42 -1.06 -0.55  C2 1.425, N6 1.172
6 N -2.66 -2.05 0.02  C5 1.172
7 C -1.33 1.60 0.53  C1 1.447, C8 1.415, C12 1.421
8 C -0.71 0.56 1.26  C7 1.415, C9 1.387, H14 1.089
9 C -0.25 0.76 2.55  C8 1.387, C10 1.399, H15 1.086
10 C -0.26 2.05 3.11  C9 1.399, C11 1.402, H16 1.096
11 C -0.78 3.11 2.36  C10 1.402, C12 1.390, H17 1.088
12 C -1.32 2.90 1.10  C7 1.421, C11 1.390, H18 1.092
13 H -2.27 2.25 -1.33  C1 1.099
14 H -0.61 -0.43 0.82  C8 1.089
15 H 0.15 -0.07 3.12  C9 1.086
16 H 0.13 2.21 4.12  C10 1.096
17 H -0.73 4.12 2.77  C11 1.088
18 H -1.75 3.72 0.53  C12 1.092
19 C -5.38 1.18 -1.20  C20 1.474, H31 1.088, H32 1.090, H33 1.096
20 C -5.17 1.48 0.23  C19 1.474, C21 1.407, C23 1.417
21 C -5.02 0.39 1.11  C20 1.407, N22 1.175
22 N -4.92 -0.54 1.82  C21 1.175
23 C -5.25 2.78 0.77  C20 1.417, C24 1.427, C30 1.425
24 C -5.43 3.94 -0.04  C23 1.427, C25 1.386, H34 1.092
25 C -5.64 5.18 0.53  C24 1.386, C26 1.405, H35 1.093
26 C -5.66 5.32 1.93  C25 1.405, C27 1.440, C29 1.403
27 C -5.86 6.62 2.52  C26 1.440, N28 1.172
28 N -6.03 7.67 3.01  C27 1.172
29 C -5.43 4.21 2.75  C26 1.403, C30 1.384, H36 1.093
30 C -5.21 2.96 2.19  C23 1.425, C29 1.384, H37 1.092
31 H -5.46 2.06 -1.84  C19 1.088
32 H -4.57 0.56 -1.57  C19 1.090
33 H -6.29 0.58 -1.29  C19 1.096
34 H -5.43 3.84 -1.13  C24 1.092
35 H -5.81 6.06 -0.10  C25 1.093
36 H -5.43 4.31 3.84  C29 1.093
37 H -5.05 2.10 2.84  C30 1.092

For the total energy, the calculation gives -988.9523 a.u. The highest occupied orbital energy is -0.119 hartree. The charge is -1.

***

So what do the calculations give for Kohn-Sham gap? Going down the list: 10.05; 9.74; 9.45; 10.19; 11.09; 11.24; 9.70; 4.39 eV.
So what do the calculations give for LUMO? Going down the list: 0.5; 0.7; 0.9; 0.0; 0.0; 0.9; 1.1; 1.1 eV.
So what do the calculations give for relative energy (zero: lowest compared OMol25 entry of this formula, charge and spin)? Going down the list: 1.1309; 1.3213; 5.0441; 0.0498; 1.0862; 1.7083; 3.5204; 0.4479 eV.